[1]
# C40H39BrF9IMnNO4P2Si

A structure of composition C40H39BrF9IMnNO4P2Si at a distorted geometry (ωB97M-V with the def2-TZVPD basis set, OMol25).

Properties
Frontier orbital gap (spin up / spin down) (eV): 7.30 / 7.08
LUMO (spin up / spin down) (eV): -3.0309 / -3.3942
Energy above the lowest of the compared OMol25 structures with the same formula, charge and spin (kJ/mol): 0.0
Strongest force on any atom (eV/A): 1.03
HOMO (spin up / spin down) (Ha): -0.380 / -0.385

Structure (ORCA input):
```
! RIJCOSX wB97M-V def2-TZVPD def2/J DEFGRID3
* xyz 1 6
Mn 0.356 -0.056 -0.058
C 3.921 -1.340 1.513
Si 3.252 0.111 2.470
C 2.840 -0.261 4.249
C 4.313 1.642 2.303
C 1.581 0.776 1.787
C 0.695 1.610 1.955
H 5.005 -1.255 1.425
H 3.500 -1.385 0.508
H 3.709 -2.280 2.021
H 3.740 -0.583 4.773
H 2.103 -1.056 4.328
H 2.452 0.623 4.755
H 5.314 1.446 2.686
H 3.890 2.466 2.877
H 4.408 1.958 1.266
C 0.136 4.406 1.697
P -0.343 2.900 2.537
C 0.077 3.001 4.276
C -0.707 2.319 5.205
C -0.346 2.336 6.543
C 0.783 3.031 6.948
C 1.559 3.717 6.024
C 1.210 3.703 4.685
C -2.055 2.509 2.292
C -2.489 1.187 2.277
C -3.840 0.915 2.132
C -4.740 1.961 1.994
C -4.307 3.278 2.002
C -2.961 3.561 2.150
H -0.307 5.259 2.211
H -0.209 4.354 0.666
H 1.221 4.496 1.708
H -1.589 1.782 4.887
H -0.949 1.809 7.267
H 1.058 3.046 7.994
H 2.434 4.262 6.346
H 1.820 4.236 3.968
H -1.787 0.365 2.366
H -4.169 -0.111 2.077
H -5.792 1.745 1.863
H -5.014 4.085 1.884
H -2.627 4.589 2.149
F 0.974 2.186 -0.915
P -0.364 2.328 -1.922
F -1.658 2.375 -2.823
F 0.591 2.857 -3.080
F -1.223 1.727 -0.639
F -0.073 0.774 -2.345
F -0.600 3.810 -1.366
F -1.906 -3.413 -1.949
C -2.359 -2.143 -2.046
F -3.538 -2.184 -2.663
F -1.498 -1.488 -2.844
C -2.441 -1.516 -0.622
O -3.509 -1.505 -0.054
O -1.317 -1.094 -0.212
C -1.171 0.187 -5.376
O 0.185 0.447 -5.044
C 1.051 0.728 -6.035
C 0.773 0.662 -7.398
C 1.751 0.992 -8.325
C 3.016 1.391 -7.921
C 3.306 1.448 -6.568
C 2.341 1.107 -5.638
N 2.628 1.243 -4.248
C 2.486 0.371 -3.281
C 2.237 -1.014 -3.340
C 2.303 -1.794 -4.522
C 2.017 -3.128 -4.500
C 1.626 -3.728 -3.285
C 1.562 -3.010 -2.125
C 1.884 -1.631 -2.106
O 1.851 -0.962 -0.996
H -1.689 0.088 -4.427
H -1.260 -0.742 -5.944
H -1.593 1.018 -5.945
H -0.208 0.367 -7.734
H 1.514 0.939 -9.378
H 3.770 1.650 -8.648
H 4.286 1.748 -6.225
H 2.840 2.189 -3.957
H 2.584 0.796 -2.285
H 2.609 -1.327 -5.446
H 2.086 -3.719 -5.399
H 1.368 -4.778 -3.272
H 1.254 -3.467 -1.197
Br -0.959 -1.064 4.464
C -1.917 -2.344 3.444
C -3.250 -2.556 3.763
C -3.985 -3.491 3.053
C -3.392 -4.214 2.034
C -2.062 -4.000 1.714
C -1.321 -3.062 2.418
I 0.655 -2.741 1.832
H -3.703 -1.993 4.566
H -5.025 -3.650 3.302
H -3.963 -4.938 1.472
H -1.602 -4.550 0.908
*
```


[2]
# C14H29Br2FInO5Si

A structure of composition C14H29Br2FInO5Si (ωB97M-V with the def2-TZVPD basis set, OMol25).

Properties
Frontier orbital gap (eV): 7.43
LUMO (eV): 2.5361
Strongest force on any atom (eV/A): 0.77
HOMO (Ha): -0.180

Structure (ORCA input):
```
! RIJCOSX wB97M-V def2-TZVPD def2/J DEFGRID3
* xyz -1 1
C 0.329 -3.425 2.232
C -0.265 -3.086 0.908
Br -1.487 -4.404 0.287
C -0.030 -2.060 0.099
Br 1.276 -0.819 0.756
In -0.910 -1.737 -1.941
O -2.960 -1.799 -1.819
F -0.425 0.158 -2.481
Si 0.050 -3.477 -3.578
C -1.363 -4.428 -4.411
C 1.132 -2.644 -4.901
C 1.151 -4.703 -2.655
H -0.120 -4.312 2.651
H 1.396 -3.593 2.115
H 0.204 -2.588 2.913
H -3.239 -1.249 -1.086
H -2.252 -4.311 -3.802
H -1.582 -4.047 -5.401
H -1.142 -5.490 -4.470
H 0.936 -3.055 -5.887
H 0.944 -1.578 -4.925
H 2.183 -2.797 -4.681
H 1.578 -4.238 -1.773
H 0.610 -5.590 -2.351
H 1.973 -5.004 -3.300
O -0.229 -0.327 4.165
C 0.140 0.785 4.420
O 0.513 1.597 3.422
C 0.753 2.997 3.621
C 2.174 3.271 4.069
C 0.257 1.274 5.850
H 0.018 3.417 4.308
H 0.568 3.441 2.652
H 2.390 2.830 5.044
H 2.340 4.346 4.135
H 2.876 2.854 3.347
H 1.261 1.045 6.208
H -0.458 0.719 6.451
H 0.077 2.338 5.974
O -1.069 5.478 0.842
C -1.118 4.635 -0.020
O -0.323 3.571 0.084
C -0.404 2.431 -0.811
C 0.429 2.627 -2.051
C -2.005 4.788 -1.235
H -1.445 2.214 -1.044
H -0.029 1.595 -0.226
H 0.071 3.466 -2.654
H 0.381 1.712 -2.640
H 1.466 2.825 -1.775
H -1.434 5.294 -2.012
H -2.848 5.414 -0.959
H -2.371 3.847 -1.635
*
```


[3]
# C4H9FN

A cluster of 2 separate species, C4H9FN in total at a distorted geometry (ωB97M-V with the def2-TZVPD basis set, OMol25).

Properties
Frontier orbital gap (spin up / spin down) (eV): 11.43 / 11.43
LUMO (spin up / spin down) (eV): -4.6540 / -4.6537
Energy above the lowest of the compared OMol25 structures with the same formula, charge and spin (kJ/mol): 369.9
Strongest force on any atom (eV/A): 6.95
HOMO (spin up / spin down) (Ha): -0.591 / -0.591

Structure (ORCA input):
```
! RIJCOSX wB97M-V def2-TZVPD def2/J DEFGRID3
* xyz 1 1
C -0.659 -0.709 0.194
C -2.372 0.757 0.290
C 1.581 -1.347 -0.052
C 0.858 1.053 -0.360
N 0.544 -0.324 0.067
F -0.869 -1.963 0.285
H -1.808 1.630 0.769
H -2.730 0.937 -0.651
H -2.789 0.258 1.184
H 1.214 -2.343 -0.215
H 2.140 -1.327 0.831
H 1.987 -0.876 -0.963
H 1.318 1.010 -1.299
H 1.641 1.531 0.339
H -0.056 1.714 -0.419
*
```


[4]
# C27H70N5O12P2

A cluster of 5 separate species, C27H70N5O12P2 in total at a distorted geometry (ωB97M-V with the def2-TZVPD basis set, OMol25).

Properties
Frontier orbital gap (eV): 7.03
LUMO (eV): -3.2175
Strongest force on any atom (eV/A): 1.42
HOMO (Ha): -0.377

Structure (ORCA input):
```
! RIJCOSX wB97M-V def2-TZVPD def2/J DEFGRID3
* xyz 1 1
C 2.423 0.046 3.226
C 2.347 -0.828 2.022
O 1.681 -1.797 1.931
N 3.138 -0.409 0.818
C 4.580 -0.299 1.200
P 2.433 0.963 0.161
P 3.702 2.380 -0.980
O 2.907 3.602 -0.854
O 3.804 1.714 -2.393
O 5.171 2.373 -0.457
H 2.711 -0.536 4.102
H 1.426 0.451 3.389
H 3.103 0.889 3.120
H 4.806 -1.128 1.867
H 4.839 0.631 1.709
H 5.189 -0.403 0.306
H 1.499 0.510 -0.779
H 1.682 1.654 1.120
H 3.108 2.106 -2.956
H 5.265 2.718 0.445
C -1.668 6.163 6.387
O -2.126 4.843 6.604
C -3.375 4.541 5.996
C -3.206 3.516 4.899
N -2.478 4.068 3.764
C -2.106 3.084 2.759
C -1.182 1.948 3.173
O 0.147 2.358 3.495
C 0.336 2.800 4.833
H -0.786 6.304 7.007
H -1.395 6.343 5.340
H -2.423 6.898 6.680
H -3.847 5.449 5.610
H -4.028 4.124 6.768
H -4.190 3.187 4.557
H -2.696 2.648 5.337
H -1.647 4.534 4.107
H -1.633 3.621 1.931
H -3.020 2.630 2.368
H -1.090 1.275 2.314
H -1.599 1.351 3.990
H -0.332 2.281 5.523
H 0.189 3.877 4.932
H 1.368 2.580 5.111
C 1.716 -4.924 -2.750
O 1.180 -4.387 -3.943
C -0.196 -4.679 -4.166
C -1.024 -3.417 -4.104
N -1.076 -2.884 -2.748
C -1.648 -1.548 -2.640
C -0.919 -0.409 -3.342
O 0.361 -0.110 -2.787
C 1.422 -0.929 -3.259
H 2.791 -4.747 -2.772
H 1.298 -4.450 -1.854
H 1.543 -6.002 -2.686
H -0.556 -5.419 -3.446
H -0.286 -5.108 -5.167
H -2.043 -3.636 -4.436
H -0.586 -2.710 -4.823
H -0.140 -2.874 -2.365
H -1.712 -1.300 -1.576
H -2.674 -1.578 -3.018
H -1.514 0.499 -3.224
H -0.817 -0.583 -4.417
H 1.272 -1.251 -4.290
H 1.559 -1.806 -2.621
H 2.341 -0.339 -3.210
C 7.906 0.068 -7.612
O 7.171 0.558 -6.505
C 5.913 1.126 -6.833
C 4.782 0.283 -6.289
N 4.678 -0.985 -6.990
C 3.751 -1.938 -6.391
C 4.067 -2.464 -4.998
O 5.204 -3.299 -4.930
C 6.449 -2.643 -4.794
H 8.891 -0.213 -7.244
H 7.437 -0.811 -8.066
H 8.025 0.837 -8.380
H 5.814 1.252 -7.914
H 5.868 2.117 -6.372
H 3.841 0.830 -6.416
H 4.957 0.162 -5.208
H 5.594 -1.410 -7.048
H 3.682 -2.800 -7.058
H 2.757 -1.477 -6.370
H 3.223 -3.088 -4.689
H 4.152 -1.653 -4.260
H 6.352 -1.709 -4.231
H 6.911 -2.424 -5.761
H 7.115 -3.314 -4.251
C -8.443 -2.038 2.287
O -8.567 -0.950 3.180
C -8.636 -1.313 4.552
C -7.410 -0.841 5.298
N -6.224 -1.577 4.881
C -4.967 -1.050 5.393
C -4.549 0.351 4.967
O -4.227 0.475 3.592
C -5.324 0.720 2.729
H -8.536 -1.639 1.279
H -7.474 -2.543 2.377
H -9.235 -2.775 2.446
H -8.760 -2.395 4.658
H -9.517 -0.828 4.981
H -7.564 -0.996 6.370
H -7.321 0.242 5.128
H -6.189 -1.593 3.870
H -4.175 -1.738 5.085
H -5.002 -1.077 6.486
H -3.630 0.592 5.508
H -5.289 1.108 5.251
H -6.105 1.300 3.227
H -5.761 -0.205 2.346
H -4.953 1.293 1.878
*
```


Q: What is the formula in the second record?
A: C14H29Br2FInO5Si


Q: Which of these has the lowest strongest force on any atom?
A: C14H29Br2FInO5Si


Q: The lowest strongest force on any atom belongs to which entry?
A: C14H29Br2FInO5Si


Q: Which formula does entry 1 have?
A: C40H39BrF9IMnNO4P2Si